[1]
C16H16ClCoF3N3O6S3 | ωB97M-V/def2-TZVPD

Atoms and positions in Å:
Co1 -0.3663 2.0309 1.5782
S1 0.2706 1.1771 3.3495
C1 0.3572 -0.5320 3.5780
N1 0.3398 -1.2391 2.4613
C2 0.2224 -2.6017 2.6553
C3 0.0157 -3.6456 1.7168
C4 -0.7021 -4.7751 2.1309
C5 -1.1494 -4.8814 3.4670
C6 -0.9416 -3.9067 4.4203
C7 -0.2435 -2.7628 4.0732
S2 0.3840 -1.4172 5.0647
H1 0.3378 -3.5079 0.6730
H2 -1.0592 -5.4837 1.3890
H3 -1.6761 -5.7950 3.7427
H4 -1.2035 -3.9070 5.5001
Cl1 -2.0864 3.1978 2.2497
F1 -4.6440 -2.1379 -1.5723
C8 -3.4405 -2.1022 -0.9046
F2 -2.4316 -2.2809 -1.7795
F3 -3.3878 -3.1855 -0.0926
S3 -3.3689 -0.5088 0.0675
O1 -3.2483 0.3861 -1.0865
O2 -4.5757 -0.5391 0.8929
O3 -2.1577 -0.6277 0.9110
H5 0.6475 -0.6460 1.6141
C9 3.8161 1.1357 -2.2485
C10 2.4455 1.2134 -2.9641
C11 1.2176 1.9010 -2.2044
C12 -0.0932 1.8810 -3.0848
C13 -1.3140 2.5322 -2.4236
C14 1.6107 3.3648 -1.9349
O4 1.3491 4.2980 -2.6811
N2 2.3944 3.5545 -0.7314
C15 2.1378 2.8363 0.4001
O5 2.7257 2.9249 1.4601
N3 0.9575 2.0631 0.2086
C16 0.9655 1.1657 -0.8647
O6 0.8142 -0.0612 -0.8055
H6 4.3752 0.4297 -2.8949
H7 3.7666 0.7146 -1.2284
H8 4.2825 2.1290 -2.1868
H9 2.1196 0.1930 -3.2355
H10 2.5556 1.7894 -3.8870
H11 -0.4078 0.8134 -3.3406
H12 0.1973 2.3697 -4.0372
H13 -1.1339 2.7490 -1.3817
H14 -2.1850 1.8822 -2.3667
H15 -1.5741 3.4962 -2.9349
H16 3.0846 4.3154 -0.7317

Cartesian forces (eV/Å) of the 6 atoms listed first:
Co -1.20 0.08 -1.35
S 1.03 -0.41 3.85
C 0.00 2.66 0.83
N 1.96 -1.42 -2.84
C -2.12 0.52 1.14
C -0.04 0.36 0.14

## Properties
Energy, Ha: -4572.23913
Highest occupied orbital energy (spin up / spin down), hartree: 0.02189 / -0.07867
Multiplicity: 5
LUMO energy (spin up / spin down), hartree: 0.1641 / 0.1639
Charge: -2
Frontier orbital gap (spin up / spin down), eV: 3.870 / 6.602

[2]
C16H16ClIrN5O5Se | ωB97M-V/def2-TZVPD

Atoms and positions in Å:
Ir1 -0.3982 0.6171 0.2500
O1 0.6744 3.8166 2.4868
C1 0.4084 2.9777 1.6346
N1 -0.2994 1.8624 1.7712
C2 -0.7773 1.3964 3.0461
C3 -1.3821 0.0226 2.8746
C4 -1.9690 -0.6399 3.9418
C5 -2.5158 -1.8944 3.7549
C6 -2.4756 -2.4665 2.4920
C7 -1.8811 -1.7594 1.4713
N2 -1.3379 -0.5530 1.6551
C8 0.9345 3.1190 0.2102
C9 1.6219 4.2477 -0.1833
C10 2.1548 4.2958 -1.4609
C11 2.0033 3.2017 -2.2981
C12 1.2967 2.1033 -1.8438
N3 0.7627 2.0720 -0.6245
H1 -1.5340 2.0681 3.4660
H2 0.0375 1.3473 3.7776
H3 -1.9885 -0.1585 4.9101
H4 -2.9717 -2.4205 4.5830
H5 -2.8934 -3.4428 2.2962
H6 -1.8325 -2.1517 0.4664
H7 1.7301 5.0491 0.5338
H8 2.6943 5.1711 -1.7975
H9 2.4262 3.1896 -3.2923
H10 1.1591 1.2190 -2.4493
Cl1 -2.4142 1.5500 -0.4365
O2 3.5817 -1.7371 0.6916
Se1 2.0033 -1.6034 0.5885
O3 1.6743 -1.6677 -1.1776
O4 1.4685 -0.0828 0.9555
O5 1.0577 -2.7470 1.2019
C13 0.6947 -3.5967 -3.2977
N4 0.1776 -2.3278 -2.8434
C14 -0.6413 -1.4764 -3.4943
C15 -1.0012 -0.4601 -2.6086
N5 -0.4459 -0.6538 -1.4235
C16 0.3120 -1.8858 -1.4755
H11 0.7480 -3.5956 -4.3840
H12 0.0600 -4.4240 -2.9706
H13 1.6966 -3.7368 -2.8958
H14 -0.9128 -1.6109 -4.5275
H15 -1.6259 0.3980 -2.8025
H16 -0.0808 -2.6322 -0.7720

Cartesian forces (eV/Å) of the 6 atoms listed first:
Ir 0.62 -0.55 -0.11
O -0.03 0.03 0.03
C -0.03 0.02 -0.12
N 0.14 0.08 0.17
C -0.03 0.00 -0.05
C 0.06 0.00 0.01

## Properties
Energy, Ha: -4235.25584
Highest occupied orbital energy (spin up / spin down), hartree: -0.28627 / -0.29726
Multiplicity: 2
LUMO energy (spin up / spin down), hartree: 0.0010 / -0.0442
Charge: 0
Frontier orbital gap (spin up / spin down), eV: 7.817 / 6.885

[3]
C16H16ClN4O2ReS2Se | ωB97M-V/def2-TZVPD

Atoms and positions in Å:
Re1 0.7267 -1.2555 -0.9429
C1 1.7230 2.7027 4.8018
C2 0.6147 2.9310 3.8138
C3 -0.2123 4.0449 3.8762
C4 -1.1945 4.1266 2.9025
N1 -1.3629 3.2223 1.9535
C5 -0.5180 2.1682 1.9608
S1 -0.7286 0.9628 0.7393
N2 0.4643 2.0058 2.8742
H1 1.7802 3.5077 5.5343
H2 2.6762 2.6294 4.2778
H3 1.5636 1.7585 5.3236
H4 -0.0983 4.8033 4.6383
H5 -1.8819 4.9690 2.8846
S2 2.2233 -0.7509 3.7128
C6 0.6261 -1.3687 3.7738
C7 0.1505 -1.5148 2.5174
N3 1.0351 -1.2110 1.5114
C8 2.1658 -0.7908 2.0196
H6 0.1139 -1.5636 4.6996
H7 -0.8416 -1.8449 2.2567
H8 3.0007 -0.4435 1.4393
O1 -1.1555 0.0708 -1.6845
H9 -1.0779 0.9657 -2.0182
H10 -2.0885 -0.1542 -1.6154
O2 1.7522 -2.4339 -1.4830
Cl1 -4.7365 -0.8829 -6.2010
C9 -3.2087 -1.0058 -5.3619
C10 -2.2175 -0.0734 -5.6019
C11 -1.0078 -0.1834 -4.9291
C12 -0.7608 -1.2042 -4.0102
C13 0.5329 -1.3298 -3.2861
C14 -1.7892 -2.1308 -3.8027
C15 -3.0015 -2.0419 -4.4642
H11 -2.3888 0.7273 -6.3089
H12 -0.2303 0.5473 -5.1228
H13 1.2269 -0.5508 -3.6132
H14 0.9598 -2.3013 -3.5183
H15 -1.6245 -2.9363 -3.0955
H16 -3.7852 -2.7666 -4.2877
Se1 3.0622 -3.0175 0.4045
C16 4.3553 -3.9137 1.4047
N4 5.1576 -4.4731 2.0271

Cartesian forces (eV/Å) of the 6 atoms listed first:
Re -0.77 0.50 -1.36
C -0.03 0.07 0.04
C 0.00 -0.01 -0.03
C -0.01 0.00 0.01
C 0.00 0.01 0.02
N -0.01 -0.05 -0.04

## Properties
Energy, Ha: -4724.97823
Highest occupied orbital energy (spin up / spin down), hartree: -0.15063 / -0.15338
Multiplicity: 2
LUMO energy (spin up / spin down), hartree: 0.0609 / 0.0662
Charge: -1
Frontier orbital gap (spin up / spin down), eV: 5.755 / 5.975

[4]
C16H16IKN4OS2Se | ωB97M-V/def2-TZVPD

Atoms and positions in Å:
K1 0.0075 0.3165 0.6710
S1 2.6150 -1.2422 1.2911
C1 3.7218 -0.6713 0.0721
C2 5.1074 -0.8514 0.4068
N1 6.2097 -1.0098 0.7109
C3 3.4337 -0.0989 -1.1415
S2 1.8714 0.2374 -1.8369
C4 4.5394 0.2698 -1.9814
N2 5.4011 0.5766 -2.6857
C5 -5.8026 0.5233 0.4676
N3 -4.8762 -0.5585 0.2435
C6 -3.9506 -0.6288 -0.7485
Se1 -3.7323 0.5665 -2.1187
N4 -3.2601 -1.7818 -0.5569
C7 -3.7196 -2.4360 0.5712
C8 -3.3352 -3.6161 1.1833
C9 -4.0271 -3.9840 2.3284
C10 -5.0654 -3.2014 2.8359
C11 -5.4502 -2.0215 2.2173
C12 -4.7588 -1.6578 1.0751
H1 -5.5749 1.3086 -0.2488
H2 -5.6525 0.9020 1.4797
H3 -6.8273 0.1751 0.3230
H4 -2.3893 -2.0061 -1.0327
H5 -2.5175 -4.2029 0.7911
H6 -3.7434 -4.8895 2.8487
H7 -5.5629 -3.5080 3.7464
H8 -6.2215 -1.3879 2.6312
C13 1.0685 -3.9608 -2.4480
C14 1.4518 -3.9184 -0.9711
C15 0.1186 -3.6505 -0.2840
O1 -0.7227 -3.0061 -1.2602
C16 -0.0084 -2.8918 -2.5039
H9 0.6594 -4.9383 -2.7243
H10 1.9047 -3.7286 -3.1064
H11 2.1241 -3.0829 -0.7692
H12 1.9217 -4.8350 -0.6144
H13 0.2495 -2.9998 0.5825
H14 -0.3814 -4.5733 0.0334
H15 0.4424 -1.8991 -2.5732
H16 -0.7285 -3.0339 -3.3117
I1 -2.6468 0.8193 2.7845

Cartesian forces (eV/Å) of the 6 atoms listed first:
K 0.01 -0.01 -0.05
S -0.05 0.05 0.05
C -0.09 -0.02 -0.10
C 0.11 0.00 0.03
N 0.01 -0.01 0.00
C -0.07 -0.10 0.08

## Properties
Energy, Ha: -5009.18492
Highest occupied orbital energy, hartree: -0.03902
LUMO energy, hartree: 0.1523
Charge: -2
Frontier orbital gap, eV: 5.206